Record 1
ORCA calculation (ωB97M-V/def2-TZVPD) on a 2-piece molecular cluster, C3HCl3O overall in a non-equilibrium geometry.

Positions of all 8 atoms, in Å:
Cl  -2.04  2.72  0.23
C  -1.15  1.33  0.23
Cl  1.47  1.80  -0.21
Cl  -4.05  0.03  -0.27
H  0.12  -0.20  -0.02
O  -2.01  -1.56  0.24
C  -2.51  -0.46  0.05
C  0.04  0.81  0.09

Max |F|: 5.8 eV/A
Energy: -42738.4936 eV

Results of the Mulliken charge analysis, in e, for atoms 1 through 4: Cl -0.100; C -0.038; Cl -0.184; Cl -0.061

***

Record 2
ORCA calculation (ωB97M-V/def2-TZVPD) on an isolated ion of composition C8H10N3 and charge +1 in a non-equilibrium geometry.

Positions of all 21 atoms, in Å:
H  -2.59  -0.21  -2.03
H  -3.31  0.41  -0.26
C  2.49  0.74  1.63
C  2.22  0.00  0.50
C  -0.10  0.44  0.66
H  -0.63  1.76  2.29
C  0.50  -1.05  -1.17
C  0.11  1.22  1.81
H  1.52  2.15  3.09
N  -1.92  -0.99  -2.10
H  3.06  -0.45  -0.09
C  0.94  -0.27  0.01
C  1.40  1.31  2.33
N  -2.53  0.58  0.46
H  3.53  0.76  1.96
H  0.64  -2.04  -1.06
H  0.83  -0.71  -2.06
H  -1.20  -0.96  -2.88
C  -1.43  0.08  0.10
N  -1.09  -0.88  -0.89
H  -2.44  -1.85  -2.30

Max |F|: 6.3 eV/A
Charge: +1
SMILES: [H]/N=C1/c2ccccc2CN1[NH3+]
Energy: -12919.0777 eV

Results of the Mulliken charge analysis, in e, for atoms 1 through 4: H 0.299; H 0.182; C -0.565; C -0.425

***

Record 3
ORCA calculation (ωB97M-V/def2-TZVPD) on a 2-piece molecular cluster, C3H3NO overall in a non-equilibrium geometry.

Positions of all 8 atoms, in Å:
H  -0.81  0.80  0.14
O  3.23  -0.09  0.24
C  0.79  -0.68  -0.09
H  0.38  0.88  1.34
C  2.11  0.04  -0.02
N  1.16  0.85  -0.52
C  0.09  0.50  0.41
H  0.22  -1.56  -1.18

Max |F|: 5.0 eV/A
Energy: -6692.2745 eV

Results of the Mulliken charge analysis, in e, for atoms 1 through 4: H 0.273; O -0.442; C -0.238; H 0.184

***

Record 4
ORCA calculation (ωB97M-V/def2-TZVPD) on C16H31Cl3N8O4PtS as an isolated structure.

Positions of all 64 atoms, in Å:
C  2.84  -2.93  -0.32
H  -1.91  -3.06  0.89
H  -1.66  -2.35  -5.83
H  -0.14  -2.97  1.07
N  0.51  2.48  0.86
H  -5.73  0.28  -3.35
H  4.07  3.78  7.24
H  -1.00  -6.07  -2.43
O  2.14  -2.95  -1.27
C  2.15  4.47  7.06
O  3.53  -2.92  0.59
H  0.32  4.92  5.00
N  1.92  3.87  5.87
H  0.90  -6.50  -3.76
N  1.20  5.18  7.64
C  1.35  3.83  2.76
C  0.61  3.11  3.89
H  -1.65  -4.55  -3.06
H  -1.07  -1.55  0.47
C  -4.16  0.83  -1.94
H  0.84  4.79  2.54
C  -3.11  -0.04  -2.56
Cl  2.69  -0.45  -6.67
H  1.00  2.10  4.03
H  1.36  5.62  8.54
Cl  4.80  -0.48  -4.66
N  -1.23  -1.15  -2.83
H  0.30  5.33  7.22
H  -6.28  1.18  -1.96
H  3.55  4.79  8.51
H  -0.32  2.19  1.37
O  0.42  -4.64  -2.95
C  -0.97  -4.53  -1.01
H  -0.45  3.01  3.63
C  1.40  3.23  1.41
H  2.36  4.13  3.03
C  -0.85  -4.98  -2.44
H  -0.13  3.44  5.87
H  -1.97  -4.78  -0.65
H  -3.99  0.82  -0.87
O  -0.86  -3.07  -0.89
Cl  3.05  1.84  -4.91
H  0.51  2.26  -0.13
H  -0.32  -2.63  -4.78
S  -3.31  -0.68  -4.17
H  0.08  -5.39  -4.87
N  -1.22  -2.21  -4.93
H  -3.98  1.86  -2.28
C  -0.99  -2.63  0.49
C  -5.59  0.41  -2.28
N  3.34  4.34  7.64
C  -1.77  -1.42  -4.01
H  2.67  3.31  5.49
Pt  0.39  -1.99  -2.10
C  2.26  -0.52  -4.10
C  3.19  0.09  -5.08
H  2.22  3.53  0.75
H  -5.86  -0.52  -1.78
N  1.54  -1.01  -3.37
N  -2.00  -0.37  -2.00
C  0.62  3.88  5.21
C  0.81  -5.46  -4.06
H  -0.22  -4.98  -0.37
H  1.78  -5.10  -4.40

Max |F|: 0.6 eV/A
Charge: +4
Energy: -88817.7676 eV

Results of the Mulliken charge analysis, in e, for atoms 1 through 4: C 0.753; H 0.348; H 0.251; H 0.335

***

Which of these has the lowest max |F|? C16H31Cl3N8O4PtS

***

Number 3 is which compound? C3H3NO